{"formula": "C32H53AsGaO6S2Si3", "method": "ωB97M-V/def2-TZVPD", "homo_energy_ev": -10.48, "e_lumo_ev": -2.58, "total_charge": 1, "homo_lumo_gap_ev": 7.896, "symbols": ["Ga", "C", "O", "C", "C", "O", "C", "C", "O", "C", "H", "H", "H", "H", "H", "H", "H", "H", "H", "H", "H", "H", "H", "H", "O", "C", "O", "C", "C", "C", "C", "S", "C", "C", "H", "H", "H", "H", "H", "C", "Si", "C", "C", "As", "Si", "C", "C", "C", "Si", "C", "C", "C", "H", "H", "H", "H", "H", "H", "H", "H", "H", "H", "H", "H", "H", "H", "H", "H", "H", "H", "H", "H", "H", "H", "H", "H", "H", "H", "H", "C", "C", "O", "S", "C", "C", "C", "C", "C", "C", "C", "C", "H", "H", "H", "H", "H", "H", "H"], "xyz": [[0.688, 0.185, -0.267], [0.706, 1.831, 2.660], [1.475, 1.167, 1.668], [2.842, 0.970, 1.983], [3.670, 1.181, 0.720], [3.156, 0.351, -0.307], [3.648, 0.719, -1.590], [3.099, -0.219, -2.669], [1.703, -0.449, -2.536], [0.951, -0.131, -3.697], [0.767, 1.311, 3.620], [-0.319, 1.812, 2.295], [1.030, 2.868, 2.786], [2.980, -0.051, 2.364], [3.168, 1.693, 2.737], [4.721, 0.935, 0.923], [3.604, 2.236, 0.422], [4.745, 0.657, -1.594], [3.341, 1.749, -1.808], [3.599, -1.185, -2.599], [3.320, 0.233, -3.639], [1.147, 0.889, -4.032], [-0.097, -0.202, -3.421], [1.166, -0.831, -4.509], [-0.160, 8.157, 1.302], [0.932, 7.376, 1.308], [1.966, 7.754, 1.784], [0.794, 6.031, 0.673], [-0.390, 5.297, 0.668], [-0.448, 4.065, 0.043], [0.680, 3.552, -0.587], [0.618, 2.107, -1.597], [1.867, 4.280, -0.574], [1.926, 5.503, 0.058], [-0.908, 7.741, 0.854], [-1.273, 5.680, 1.160], [-1.375, 3.513, 0.010], [2.733, 3.892, -1.090], [2.835, 6.083, 0.059], [1.100, -4.692, 2.621], [1.679, -2.897, 2.335], [3.574, -2.740, 2.603], [0.683, -1.694, 3.440], [1.270, -2.322, 0.044], [2.908, -3.646, -1.171], [4.646, -2.837, -1.007], [3.139, -5.395, -0.433], [2.277, -3.849, -2.965], [-0.883, -3.290, -0.392], [-0.749, -5.173, -0.708], [-1.520, -2.417, -1.966], [-2.074, -3.005, 1.070], [1.347, -5.036, 3.619], [1.562, -5.375, 1.915], [0.025, -4.776, 2.499], [3.835, -2.253, 3.537], [4.037, -2.176, 1.796], [4.049, -3.716, 2.622], [1.307, -1.141, 4.133], [-0.054, -2.221, 4.036], [0.144, -0.980, 2.820], [5.306, -3.463, -0.411], [4.590, -1.866, -0.521], [5.134, -2.703, -1.968], [3.544, -5.352, 0.573], [3.848, -5.943, -1.047], [2.223, -5.976, -0.404], [2.142, -2.904, -3.480], [1.316, -4.358, -2.962], [2.963, -4.452, -3.555], [0.237, -5.486, -1.038], [-1.461, -5.473, -1.468], [-0.990, -5.726, 0.193], [-0.863, -2.625, -2.807], [-1.548, -1.338, -1.809], [-2.521, -2.738, -2.237], [-1.662, -3.343, 2.016], [-3.006, -3.541, 0.914], [-2.309, -1.950, 1.167], [-9.277, 3.831, -1.797], [-7.916, 3.387, -1.369], [-6.904, 3.465, -2.002], [-7.935, 2.705, 0.290], [-6.265, 2.082, 0.392], [-5.373, 2.610, 1.314], [-4.082, 2.123, 1.372], [-3.674, 1.116, 0.493], [-4.591, 0.578, -0.412], [-5.884, 1.054, -0.459], [-2.330, 0.672, 0.465], [-1.185, 0.258, 0.466], [-9.439, 3.517, -2.825], [-9.310, 4.920, -1.776], [-10.055, 3.428, -1.154], [-5.688, 3.408, 1.970], [-3.384, 2.525, 2.093], [-4.278, -0.214, -1.076], [-6.584, 0.642, -1.169]], "nbo_charge": [1.33, -0.25, -0.58, -0.07, -0.08, -0.57, -0.09, -0.08, -0.57, -0.25, 0.19, 0.23, 0.20, 0.19, 0.21, 0.20, 0.20, 0.20, 0.21, 0.19, 0.21, 0.20, 0.21, 0.19, -0.66, 0.77, -0.55, -0.17, -0.20, -0.17, -0.18, -0.27, -0.23, -0.15, 0.49, 0.21, 0.23, 0.21, 0.24, -1.11, 1.45, -1.12, -1.12, -0.58, 1.47, -1.12, -1.11, -1.11, 1.46, -1.11, -1.11, -1.11, 0.26, 0.24, 0.24, 0.25, 0.23, 0.25, 0.24, 0.26, 0.25, 0.25, 0.24, 0.25, 0.24, 0.26, 0.24, 0.24, 0.25, 0.25, 0.23, 0.25, 0.25, 0.24, 0.24, 0.26, 0.23, 0.25, 0.26, -0.72, 0.44, -0.54, 0.20, -0.18, -0.20, -0.17, -0.18, -0.18, -0.13, 0.10, -0.67, 0.25, 0.25, 0.23, 0.23, 0.22, 0.22, 0.22]}

---

{"formula": "C17H60BrNO22", "method": "ωB97M-V/def2-TZVPD", "homo_energy_ev": -7.67, "e_lumo_ev": -1.48, "homo_lumo_gap_ev": 6.191, "symbols": ["C", "C", "Br", "C", "C", "C", "C", "O", "C", "C", "C", "C", "C", "N", "C", "C", "C", "C", "C", "C", "O", "H", "H", "H", "H", "H", "H", "H", "H", "H", "H", "H", "H", "H", "H", "H", "H", "H", "H", "H", "H", "O", "H", "H", "O", "H", "H", "O", "H", "H", "O", "H", "H", "O", "H", "H", "O", "H", "H", "O", "H", "H", "O", "H", "H", "O", "H", "H", "O", "H", "H", "O", "H", "H", "O", "H", "H", "O", "H", "H", "O", "H", "H", "O", "H", "H", "O", "H", "H", "O", "H", "H", "O", "H", "H", "O", "H", "H", "O", "H", "H"], "xyz": [[4.122, -1.167, -0.322], [2.855, -1.925, 0.362], [1.589, -0.429, 0.878], [2.166, -3.007, -0.619], [0.573, -2.929, -0.360], [-0.229, -2.333, -1.381], [-1.786, -2.224, -1.075], [-2.569, -2.061, -2.043], [-2.246, -2.281, 0.462], [-3.676, -1.591, 0.770], [-3.353, 0.014, 0.824], [-4.428, 0.883, -0.006], [-3.676, 1.880, -1.043], [-3.728, 1.424, -2.463], [-4.405, 0.325, -3.103], [-4.068, 0.426, -4.603], [-3.153, 1.674, -4.802], [-2.956, 2.255, -3.366], [-1.463, -2.903, 1.489], [-0.052, -3.504, 0.995], [0.573, -4.392, 1.659], [4.812, -1.876, -0.886], [4.622, -0.575, 0.513], [3.647, -0.414, -1.060], [3.126, -2.456, 1.331], [2.401, -2.822, -1.734], [2.527, -4.084, -0.413], [0.278, -1.956, -2.334], [-4.452, -1.845, -0.024], [-3.977, -1.880, 1.834], [-2.321, 0.175, 0.329], [-3.349, 0.368, 1.915], [-5.013, 1.555, 0.733], [-5.208, 0.219, -0.510], [-4.266, 2.875, -0.982], [-2.628, 2.125, -0.665], [-5.033, -0.430, -2.537], [-4.449, -0.319, -5.370], [-2.711, 2.023, -5.786], [-2.329, 3.158, -3.065], [-1.813, -2.964, 2.580], [2.611, -6.038, 3.054], [1.826, -5.671, 2.623], [2.294, -6.313, 3.922], [-4.203, -3.494, -4.534], [-4.369, -4.356, -4.134], [-3.417, -3.169, -4.074], [1.059, 2.202, 3.381], [1.150, 1.774, 2.520], [1.648, 2.965, 3.327], [4.315, -4.363, 1.044], [4.133, -5.222, 1.448], [5.099, -4.047, 1.513], [-6.886, -0.916, -0.735], [-6.981, -1.325, -1.605], [-7.754, -0.524, -0.566], [7.050, -4.536, 0.926], [7.934, -4.788, 1.219], [7.147, -4.417, -0.028], [4.075, 1.063, 3.717], [3.195, 0.761, 3.452], [4.202, 0.672, 4.590], [-2.794, 1.464, 3.570], [-2.962, 0.605, 3.978], [-2.012, 1.793, 4.033], [-3.873, 5.280, -5.054], [-3.967, 5.431, -4.106], [-3.715, 4.332, -5.114], [7.746, -2.788, -1.548], [7.659, -1.867, -1.271], [6.866, -3.019, -1.870], [-1.648, 4.126, -0.243], [-2.247, 4.766, 0.160], [-1.226, 3.695, 0.511], [4.466, 2.349, 1.016], [4.316, 1.701, 1.717], [4.547, 3.191, 1.489], [0.089, -3.104, 4.788], [0.168, -3.519, 3.918], [0.666, -2.333, 4.730], [7.540, -0.301, -3.055], [7.634, -0.733, -3.913], [8.133, 0.459, -3.111], [-3.477, 6.005, -2.353], [-4.077, 6.646, -1.953], [-3.056, 5.575, -1.599], [-8.249, 1.509, -2.010], [-8.325, 2.160, -2.719], [-7.296, 1.366, -1.926], [7.193, 2.083, -0.544], [7.089, 1.679, -1.414], [6.330, 2.486, -0.370], [4.570, 4.829, 2.500], [3.888, 5.426, 2.831], [5.056, 4.565, 3.294], [6.826, 4.190, 4.378], [7.180, 4.667, 3.615], [7.579, 4.111, 4.975], [-8.215, 0.522, 2.209], [-8.735, 1.238, 1.824], [-7.748, 0.141, 1.454]], "mulliken_charge": [-0.87, -0.02, -0.20, -0.48, 0.34, -0.45, 0.33, -0.50, 0.37, -0.62, 0.31, 0.30, -0.65, 0.41, 0.04, -0.63, -0.77, -0.51, -0.43, 0.20, -0.64, 0.07, 0.30, 0.35, 0.52, 0.34, 0.21, 0.27, 0.17, 0.39, 0.23, -0.46, 0.43, -0.45, 0.17, 0.27, 0.18, 0.38, 0.42, 0.49, 0.23, -0.62, 0.44, 0.29, -0.62, 0.29, 0.33, -0.60, 0.23, 0.30, -0.49, 0.22, 0.27, -0.52, 0.27, 0.25, -0.55, 0.26, 0.31, -0.61, 0.29, 0.28, -0.65, 0.29, 0.30, -0.66, 0.36, 0.33, -0.63, 0.31, 0.31, -0.58, 0.32, 0.25, -0.55, 0.31, 0.35, -0.65, 0.30, 0.32, -0.57, 0.28, 0.32, -0.64, 0.31, 0.29, -0.66, 0.30, 0.38, -0.62, 0.28, 0.32, -0.68, 0.29, 0.39, -0.65, 0.32, 0.29, -0.65, 0.33, 0.31]}

---

{"formula": "C2H8BNO3", "method": "ωB97M-V/def2-TZVPD", "homo_energy_ev": -9.10, "smiles": "OB(O)O.C=NC", "e_lumo_ev": 0.48, "relative_energy_kcal_mol": 47.4, "homo_lumo_gap_ev": 9.588, "symbols": ["O", "B", "O", "O", "H", "H", "H", "C", "N", "C", "H", "H", "H", "H", "H"], "xyz": [[1.908, -1.167, -0.963], [1.873, -0.134, 0.042], [2.983, 0.133, 0.701], [0.819, 0.632, 0.180], [1.081, -1.239, -1.536], [3.691, -0.462, 0.927], [0.657, 1.434, 0.424], [-1.355, -0.460, 1.119], [-1.487, -0.686, -0.002], [-1.948, 0.341, -0.938], [-0.824, -1.034, 1.968], [-1.190, 0.624, 1.455], [-1.703, 0.138, -2.006], [-2.997, 0.528, -0.698], [-1.509, 1.352, -0.674]], "nbo_charge": [-0.93, 1.25, -0.92, -0.91, 0.50, 0.51, 0.50, 0.00, -0.40, -0.44, 0.17, 0.08, 0.21, 0.21, 0.17]}